No. 1
A structure of composition C32H76AlBr2N3O6P3, computed with ωB97M-V/def2-TZVPD.

Net charge   -1
LUMO   0.0735 hartree

Element x y z (Å)
C1 -2.913 -5.448 1.863
C2 -4.170 -4.971 1.161
O1 -4.585 -3.698 1.665
P1 -5.601 -3.558 2.867
O2 -5.283 -4.297 4.095
C3 -5.713 -1.790 3.039
C4 -4.421 -1.177 3.621
C5 -4.015 0.103 2.880
Al1 -3.235 0.016 1.055
C6 -2.853 1.961 0.523
Br1 -4.459 2.998 0.641
C7 -1.727 2.578 0.178
C8 -0.377 1.914 0.070
Br2 -1.618 4.463 -0.221
P2 -4.722 -1.029 -0.490
C9 -3.810 -1.258 -2.094
C10 -4.713 -1.736 -3.228
C11 -6.062 0.173 -0.964
C12 -7.386 -0.496 -1.389
P3 -1.332 -1.454 1.008
O3 -1.713 -2.752 1.617
O4 -0.707 -1.659 -0.489
O5 0.043 -0.884 1.700
O6 -7.021 -4.033 2.277
C13 -7.418 -3.703 0.937
C14 -7.941 -4.948 0.226
H1 -2.980 -5.279 2.936
H2 -2.791 -6.518 1.669
H3 -2.043 -4.929 1.463
H4 -4.983 -5.700 1.245
H5 -3.984 -4.809 0.098
H6 -5.956 -1.319 2.083
H7 -6.570 -1.658 3.708
H8 -3.619 -1.920 3.597
H9 -4.587 -0.954 4.679
H10 -4.902 0.740 2.758
H11 -3.334 0.673 3.527
H12 0.338 2.558 -0.438
H13 -0.441 0.984 -0.491
H14 0.031 1.685 1.054
H15 -3.068 -2.033 -1.876
H16 -3.273 -0.355 -2.412
H17 -5.412 -0.955 -3.537
H18 -4.136 -2.045 -4.103
H19 -5.314 -2.587 -2.896
H20 -5.707 0.832 -1.761
H21 -6.227 0.811 -0.097
H22 -7.654 -0.246 -2.418
H23 -7.327 -1.583 -1.306
H24 -8.214 -0.170 -0.755
H25 -1.142 -1.081 -1.124
H26 -0.096 -0.828 2.652
H27 -8.192 -2.935 1.010
H28 -6.577 -3.257 0.400
H29 -7.699 -5.826 0.826
H30 -9.024 -4.926 0.102
H31 -7.479 -5.074 -0.753
C15 1.755 5.931 0.974
C16 3.141 5.759 0.374
N1 3.217 4.637 -0.546
C17 4.570 4.252 -0.894
C18 5.420 5.255 -1.683
C19 2.251 4.651 -1.635
C20 2.237 5.873 -2.563
H32 1.402 4.994 1.406
H33 1.779 6.688 1.759
H34 1.023 6.251 0.232
H35 3.860 5.559 1.175
H36 3.453 6.713 -0.083
H37 4.517 3.313 -1.452
H38 5.090 4.018 0.041
H39 5.087 5.339 -2.717
H40 6.461 4.923 -1.702
H41 5.399 6.249 -1.234
H42 1.254 4.546 -1.204
H43 2.416 3.745 -2.224
H44 2.234 6.805 -1.995
H45 1.328 5.856 -3.168
H46 3.088 5.896 -3.243
C21 5.930 7.842 -4.612
C22 7.002 7.920 -5.687
N2 8.275 8.404 -5.178
C23 9.217 8.773 -6.219
C24 9.733 7.670 -7.151
C25 8.820 7.665 -4.049
C26 9.036 6.157 -4.216
H47 5.836 8.793 -4.086
H48 4.966 7.602 -5.062
H49 6.147 7.064 -3.880
H50 6.684 8.619 -6.466
H51 7.082 6.936 -6.175
H52 10.068 9.262 -5.736
H53 8.733 9.541 -6.830
H54 10.428 6.999 -6.647
H55 10.263 8.120 -7.993
H56 8.916 7.073 -7.557
H57 8.156 7.819 -3.195
H58 9.764 8.145 -3.777
H59 8.156 5.671 -4.638
H60 9.221 5.704 -3.240
H61 9.888 5.924 -4.854
C27 0.347 -7.605 2.660
C28 -0.239 -7.558 4.062
N3 -1.009 -8.744 4.398
C29 -1.851 -8.579 5.571
C30 -1.166 -8.346 6.922
C31 -0.302 -10.006 4.282
C32 0.993 -10.180 5.087
H62 -0.432 -7.822 1.929
H63 0.780 -6.634 2.415
H64 1.138 -8.350 2.557
H65 -0.918 -6.704 4.122
H66 0.574 -7.354 4.777
H67 -2.497 -9.459 5.642
H68 -2.514 -7.732 5.370
H69 -0.679 -9.246 7.299
H70 -1.910 -8.040 7.660
H71 -0.419 -7.553 6.861
H72 -0.067 -10.165 3.226
H73 -1.007 -10.798 4.551
H74 1.655 -9.321 4.964
H75 1.531 -11.062 4.732
H76 0.808 -10.312 6.152

No. 2
A structure of composition C32H76Br6N2O18P4 in a non-equilibrium geometry, computed with ωB97M-V/def2-TZVPD.

Net charge   0
LUMO   -0.0155 hartree

Element x y z (Å)
C1 -7.175 -16.368 27.767
O1 -6.164 -15.693 27.644
N1 -7.837 -17.042 26.816
C2 -7.469 -16.809 25.424
C3 -8.969 -17.946 26.965
H1 -7.656 -16.401 28.756
H2 -6.771 -15.982 25.346
H3 -8.379 -16.749 24.824
H4 -6.985 -17.699 25.001
H5 -9.108 -18.134 28.026
H6 -9.845 -17.593 26.421
H7 -8.698 -18.884 26.471
C4 -4.382 -10.957 26.496
O2 -4.768 -10.359 25.499
N2 -4.663 -12.230 26.831
C5 -3.762 -12.991 27.685
C6 -5.686 -12.920 26.056
H8 -3.748 -10.491 27.270
H9 -4.404 -13.599 28.322
H10 -3.102 -12.411 28.318
H11 -3.096 -13.598 27.066
H12 -6.494 -12.288 25.693
H13 -5.258 -13.383 25.169
H14 -6.137 -13.623 26.755
C7 -5.757 -9.016 23.439
Br1 -7.683 -9.156 23.781
Br2 -5.214 -7.141 23.125
Br3 -5.365 -10.083 21.763
H15 -5.254 -9.373 24.331
C8 -1.088 -11.971 30.640
Br4 -0.436 -11.748 28.844
Br5 -2.964 -11.379 30.803
Br6 -0.102 -11.129 32.106
H16 -1.036 -13.018 30.906
C9 -3.896 -15.421 35.391
C10 -4.322 -13.968 35.395
O3 -5.315 -13.826 34.354
P1 -6.655 -13.041 34.668
O4 -7.501 -13.682 35.670
O5 -6.197 -11.479 34.850
C11 -5.903 -10.895 36.098
C12 -7.081 -10.062 36.603
O6 -7.467 -12.802 33.281
C13 -6.651 -12.559 32.103
C14 -6.740 -13.804 31.201
H17 -4.591 -16.060 35.939
H18 -3.963 -15.805 34.372
H19 -2.891 -15.606 35.766
H20 -4.688 -13.656 36.373
H21 -3.455 -13.347 35.168
H22 -5.518 -11.538 36.900
H23 -5.012 -10.266 35.973
H24 -6.841 -9.841 37.646
H25 -7.173 -9.143 36.026
H26 -8.037 -10.580 36.571
H27 -7.056 -11.644 31.671
H28 -5.628 -12.385 32.437
H29 -6.219 -13.606 30.257
H30 -6.344 -14.659 31.741
H31 -7.727 -13.979 30.773
C15 -0.150 -7.033 31.206
C16 -1.224 -7.792 30.449
O7 -0.719 -8.295 29.219
P2 -1.743 -8.339 27.955
O8 -3.073 -8.868 28.232
O9 -1.744 -6.831 27.370
C17 -2.887 -6.062 27.733
C18 -3.901 -5.893 26.581
O10 -0.822 -9.045 26.848
C19 -1.501 -9.451 25.662
C20 -1.484 -10.985 25.476
H32 -0.520 -6.849 32.218
H33 0.758 -7.620 31.331
H34 0.045 -6.067 30.740
H35 -1.450 -8.685 31.041
H36 -2.153 -7.217 30.425
H37 -3.474 -6.240 28.635
H38 -2.431 -5.069 27.819
H39 -3.241 -5.555 25.779
H40 -4.486 -6.773 26.322
H41 -4.601 -5.093 26.823
H42 -2.481 -8.982 25.538
H43 -0.936 -8.988 24.846
H44 -2.106 -11.317 24.649
H45 -0.432 -11.240 25.350
H46 -1.850 -11.483 26.374
C21 -10.386 -14.846 33.686
C22 -9.976 -14.576 32.258
O11 -11.125 -15.023 31.486
P3 -11.012 -15.189 29.902
O12 -9.963 -16.139 29.474
O13 -12.500 -15.735 29.587
C23 -12.767 -17.075 30.017
C24 -13.861 -17.105 31.076
O14 -10.978 -13.724 29.329
C25 -10.840 -13.529 27.906
C26 -9.453 -13.033 27.555
H47 -9.499 -14.754 34.320
H48 -11.126 -14.103 33.989
H49 -10.765 -15.832 33.948
H50 -9.653 -13.596 31.915
H51 -9.119 -15.236 32.090
H52 -12.949 -17.673 29.122
H53 -11.873 -17.548 30.433
H54 -13.980 -18.132 31.425
H55 -13.525 -16.514 31.929
H56 -14.837 -16.738 30.765
H57 -11.155 -14.433 27.385
H58 -11.526 -12.733 27.616
H59 -8.651 -13.775 27.624
H60 -9.331 -12.736 26.511
H61 -9.227 -12.210 28.233
C27 -1.255 -16.279 22.696
C28 -2.223 -15.955 21.568
O15 -3.268 -16.896 21.549
P4 -4.616 -16.749 20.701
O16 -4.609 -15.795 19.602
O17 -5.754 -16.473 21.796
C29 -5.620 -15.426 22.752
C30 -6.313 -14.144 22.280
O18 -4.887 -18.243 20.292
C31 -6.167 -18.682 19.736
C32 -6.069 -19.955 18.923
H62 -0.411 -15.585 22.700
H63 -1.759 -16.069 23.644
H64 -0.822 -17.276 22.700
H65 -2.508 -14.901 21.586
H66 -1.631 -16.021 20.646
H67 -6.080 -15.718 23.690
H68 -4.562 -15.158 22.814
H69 -6.206 -13.928 21.218
H70 -7.376 -14.155 22.533
H71 -5.914 -13.272 22.807
H72 -6.767 -18.777 20.641
H73 -6.565 -17.831 19.181
H74 -7.057 -20.406 18.887
H75 -5.620 -19.792 17.947
H76 -5.399 -20.610 19.484

No. 3
A cluster of 9 separate species, C32H77BBrNO15S2 in total, computed with ωB97M-V/def2-TZVPD.

Net charge   0
SMILES   CCSC[C@](CCCCn1cccc1)(OC)[C@H](Br)O[C@@H](C[SH](=O)=O)OB(O)O.CCO.CCO.CCO.CCO.CCO.CCO.CCO.CCO
LUMO   0.0157 hartree

Element x y z (Å)
C1 1.104 2.974 -4.605
C2 0.955 1.469 -4.349
S1 1.140 1.090 -2.579
C3 -0.179 -0.134 -2.317
C4 0.302 -1.540 -1.908
C5 1.015 -2.253 -3.087
C6 2.538 -2.147 -3.119
C7 3.200 -2.919 -4.262
C8 4.617 -3.359 -3.862
N1 5.319 -2.331 -3.124
C9 5.813 -1.181 -3.665
C10 6.368 -0.432 -2.671
C11 6.206 -1.165 -1.463
C12 5.562 -2.318 -1.780
O1 -0.813 -2.309 -1.463
C13 -1.953 -2.261 -2.299
C14 1.215 -1.441 -0.680
Br1 1.592 -3.243 0.035
O2 0.603 -0.635 0.260
C15 1.138 -0.563 1.567
C16 2.632 -0.289 1.650
S2 3.244 1.152 0.803
O3 4.290 1.716 1.617
O4 2.163 1.973 0.326
O5 0.479 0.498 2.189
B1 -0.811 0.765 1.738
O6 -1.051 1.878 0.972
O7 -1.855 -0.041 2.090
H1 0.133 3.455 -4.733
H2 1.591 3.464 -3.759
H3 1.717 3.168 -5.486
H4 -0.023 1.107 -4.668
H5 1.712 0.918 -4.912
H6 -0.687 -0.221 -3.277
H7 -0.883 0.258 -1.583
H8 0.691 -3.298 -3.098
H9 0.642 -1.807 -4.019
H10 2.962 -2.525 -2.189
H11 2.825 -1.094 -3.184
H12 2.613 -3.820 -4.471
H13 3.230 -2.320 -5.177
H14 4.559 -4.257 -3.246
H15 5.203 -3.619 -4.748
H16 5.726 -0.983 -4.724
H17 6.847 0.526 -2.800
H18 6.535 -0.871 -0.477
H19 5.246 -3.134 -1.145
H20 -2.476 -3.216 -2.206
H21 -1.684 -2.132 -3.351
H22 -2.646 -1.474 -1.982
H23 2.181 -1.018 -0.962
H24 0.928 -1.495 2.100
H25 2.857 -0.115 2.704
H26 3.219 -1.159 1.343
H27 3.844 0.592 -0.278
H28 -0.239 2.385 0.823
H29 -2.633 0.162 1.545
C17 1.884 -3.945 4.942
C18 2.699 -2.673 5.090
O8 2.192 -1.614 4.294
H30 1.867 -4.261 3.898
H31 2.301 -4.754 5.545
H32 0.851 -3.779 5.258
H33 3.724 -2.838 4.763
H34 2.722 -2.357 6.142
H35 1.288 -1.421 4.587
C19 6.853 -0.265 5.666
C20 6.106 -1.318 4.871
O9 6.109 -2.582 5.537
H36 7.881 -0.581 5.842
H37 6.864 0.690 5.138
H38 6.379 -0.109 6.639
H39 6.584 -1.480 3.906
H40 5.076 -0.994 4.686
H41 5.678 -2.459 6.389
C21 -4.332 -2.061 -6.290
C22 -3.388 -1.011 -5.739
O10 -2.023 -1.299 -6.036
H42 -4.077 -3.046 -5.897
H43 -5.367 -1.836 -6.027
H44 -4.261 -2.106 -7.380
H45 -3.449 -0.975 -4.650
H46 -3.644 -0.023 -6.127
H47 -1.928 -1.313 -6.994
C23 0.665 1.033 7.966
C24 0.659 1.008 6.450
O11 0.354 -0.284 5.936
H48 1.386 0.314 8.356
H49 0.926 2.025 8.338
H50 -0.321 0.774 8.359
H51 1.643 1.256 6.054
H52 -0.056 1.738 6.059
H53 -0.527 -0.535 6.243
C25 -4.921 3.357 2.295
C26 -4.497 1.913 2.116
O12 -3.910 1.682 0.833
H54 -5.628 3.651 1.523
H55 -5.392 3.510 3.266
H56 -4.056 4.021 2.227
H57 -5.360 1.249 2.168
H58 -3.796 1.620 2.905
H59 -3.115 2.229 0.767
C27 -3.327 -3.360 6.738
C28 -2.511 -2.257 6.096
O13 -2.451 -1.083 6.914
H60 -4.340 -3.012 6.942
H61 -3.381 -4.231 6.084
H62 -2.881 -3.674 7.685
H63 -2.959 -1.934 5.159
H64 -1.498 -2.614 5.876
H65 -2.058 -1.327 7.760
C29 -6.689 6.573 -1.246
C30 -6.950 5.370 -0.358
O14 -6.940 5.706 1.026
H66 -5.732 7.028 -0.994
H67 -6.674 6.285 -2.298
H68 -7.467 7.329 -1.113
H69 -6.166 4.625 -0.487
H70 -7.904 4.902 -0.623
H71 -7.635 6.355 1.177
C31 -2.783 3.873 -7.735
C32 -3.575 2.904 -8.592
O15 -3.889 1.700 -7.897
H72 -1.861 3.406 -7.388
H73 -2.530 4.773 -8.296
H74 -3.359 4.173 -6.856
H75 -2.994 2.597 -9.461
H76 -4.493 3.378 -8.954
H77 -4.419 1.936 -7.129